# 1
Formula: C4H14N2O
Source: the OMol25 dataset
Level of theory: the ωB97M-V functional and the def2-TZVPD basis

## Properties
* multiplicity: 1
* energy relative to the best compared isomer or geometry (same formula, charge and spin): 387.1 kJ/mol
* E_tot: -344.8025 hartree
* charge: +2
* HOMO-LUMO gap: 8.82 eV
* HOMO: -18.474 eV

Last column: natural (NBO) charge in e.
Element x y z (Å)
C  -0.2126  1.3116  -0.7939  0.15
C  1.1574  1.0384  -0.3175  -0.59
C  0.6465  0.5312  1.0304  0.18
C  -0.0697  1.4831  1.6677  -0.29
N  0.9509  -0.8817  1.3411  -0.73
N  -0.4258  -0.1049  -2.9147  -1.03
H  -1.0140  0.5925  -0.8363  0.23
H  -0.5811  2.2824  -1.1522  0.25
H  1.5881  0.2861  -0.9850  0.31
H  1.9385  1.7907  -0.2354  0.31
H  -0.6306  1.3911  2.5832  0.27
H  0.0881  2.5155  1.3863  0.27
H  1.7340  -1.1516  0.7341  0.46
H  0.0942  -1.5006  1.3802  0.50
H  1.4246  -0.9841  2.2557  0.47
H  -0.5434  -1.1197  -2.9813  0.40
H  -1.3323  0.3322  -2.9749  0.38
H  0.0358  0.0714  -3.8042  0.41
H  -1.7555  -2.8020  0.7578  0.51
H  -1.8552  -2.5067  2.3044  0.52
O  -1.2380  -2.5749  1.5543  -0.97

Cartesian forces, eV/Å:
-0.1 0.5 -1.5
-0.2 -1.4 -0.1
0.7 1.5 -0.5
0.6 -1.0 0.9
0.5 0.9 1.0
0.4 0.0 -0.2
0.5 -0.5 0.6
0.4 0.1 0.4
-0.1 -0.3 0.2
-0.6 0.6 -0.1
-0.1 -0.4 0.2
-0.2 0.0 -0.5
-0.7 -0.6 -0.4
-0.2 -0.7 -0.3
-0.6 0.3 0.2
-0.3 0.2 0.6
-0.4 -0.2 -0.4
0.2 0.6 0.1
0.1 -0.1 0.7
0.1 -0.2 -0.4
0.0 0.5 -0.3

---

# 2
Formula: C5H15NO
Source: the OMol25 dataset
Level of theory: the ωB97M-V functional and the def2-TZVPD basis

## Properties
* multiplicity: 1
* energy relative to the best compared isomer or geometry (same formula, charge and spin): 155.3 kJ/mol
* E_tot: -329.4485 hartree
* charge: 0
* HOMO-LUMO gap: 9.73 eV
* HOMO: -8.779 eV

Last column: natural (NBO) charge in e.
Element x y z (Å)
C  0.1036  -0.8579  2.6506  -0.62
C  -0.5767  -0.7659  1.3006  -0.42
C  0.2081  0.2088  0.4192  -0.03
C  0.4154  1.5745  1.0854  -0.64
N  -0.4478  0.5624  -0.8852  -0.69
C  0.2356  1.4267  -1.8622  -0.43
H  0.3575  0.1342  3.1177  0.21
H  -0.4688  -1.3955  3.4483  0.22
H  1.2054  -1.2259  2.6740  0.21
H  -1.6350  -0.3665  1.3714  0.19
H  -0.6424  -1.7682  0.9852  0.22
H  1.1631  -0.3782  0.1339  0.20
H  1.0626  2.1683  0.4274  0.21
H  1.1171  1.4683  1.8916  0.21
H  -0.5733  2.0183  1.3205  0.21
H  -1.4457  0.7838  -0.8586  0.37
H  -0.1159  1.1223  -2.9218  0.21
H  0.0855  2.4792  -1.5795  0.19
H  1.3234  1.2562  -1.9468  0.20
O  -0.1264  -2.0723  -2.3415  -0.99
H  -0.1893  -1.2632  -1.7105  0.50
H  0.5849  -1.9088  -2.9852  0.46

Cartesian forces, eV/Å:
1.9 0.8 2.5
-0.8 1.9 0.7
0.4 0.3 -1.7
1.3 -0.8 -0.3
0.0 -1.8 -0.6
-0.3 -0.8 -0.8
-1.0 -0.6 -0.5
0.5 0.2 -0.9
-1.9 -0.2 -0.7
1.0 -0.4 0.3
-0.1 -1.1 -1.3
-1.0 1.4 0.5
-0.8 0.3 -0.3
-0.3 0.2 1.1
0.8 0.0 0.0
0.6 -0.2 0.4
0.1 1.0 1.7
0.0 -0.1 -0.8
-0.4 -0.2 0.6
0.2 1.3 1.0
0.1 -1.2 -1.6
-0.4 0.1 0.6

---

# 3
Formula: C33H31N7O3S2SeSn
Source: the OMol25 dataset
Level of theory: the ωB97M-V functional and the def2-TZVPD basis

## Properties
* multiplicity: 1
* energy relative to the best compared isomer or geometry (same formula, charge and spin): 60.8 kJ/mol
* E_tot: -5296.8483 hartree
* charge: +2
* HOMO-LUMO gap: 7.95 eV
* HOMO: -13.188 eV

Last column: Löwdin charge in e.
Element x y z (Å)
Sn  0.6335  0.3534  0.2297  1.56
O  0.6009  0.2843  2.7308  -0.71
S  -0.3438  0.1959  3.9231  1.02
C  -0.6473  -1.5609  4.1896  -0.32
C  -0.7592  -2.4061  2.9149  -0.23
C  0.5587  -3.1001  2.5593  -0.23
C  0.4195  -4.1685  1.4779  -0.28
S  0.3476  -3.4728  -0.2244  1.06
O  0.3700  -1.9600  -0.0606  -0.74
C  -1.3370  -3.8724  -0.6402  -0.40
C  -2.2993  -2.8789  -0.6602  -0.07
C  -3.6019  -3.2232  -0.9996  -0.06
C  -3.9182  -4.5372  -1.3144  -0.06
C  -2.9348  -5.5206  -1.3006  -0.05
C  -1.6307  -5.1905  -0.9694  -0.08
C  -1.9121  0.7599  3.2764  -0.37
C  -3.0318  -0.0321  3.0570  -0.06
C  -4.1689  0.5417  2.5007  -0.05
C  -4.1813  1.8882  2.1645  -0.06
C  -3.0571  2.6743  2.3898  -0.07
C  -1.9224  2.1138  2.9515  -0.10
H  -1.5269  -1.6130  4.8335  0.10
H  0.2074  -1.8666  4.7959  0.10
H  -1.0836  -1.7948  2.0718  0.08
H  -1.5328  -3.1622  3.0698  0.13
H  0.9558  -3.6012  3.4457  0.13
H  1.2978  -2.3524  2.2655  0.10
H  -0.4823  -4.7640  1.6137  0.10
H  1.2808  -4.8358  1.4688  0.09
H  -2.0350  -1.8588  -0.4126  0.10
H  -4.3707  -2.4611  -1.0192  0.11
H  -4.9342  -4.7978  -1.5809  0.12
H  -3.1823  -6.5424  -1.5572  0.12
H  -0.8545  -5.9495  -0.9730  0.12
H  -3.0460  -1.0831  3.3144  0.11
H  -5.0474  -0.0692  2.3396  0.12
H  -5.0755  2.3304  1.7436  0.11
H  -3.0763  3.7326  2.1565  0.11
H  -1.0463  2.7239  3.1447  0.11
Se  6.8378  0.1615  -5.0139  1.21
N  5.0821  0.1231  -5.2168  -0.21
C  4.5668  0.1934  -4.0180  -0.34
C  3.1308  0.2158  -3.7583  -0.07
C  2.1776  0.1354  -4.7753  0.04
C  0.8399  0.1718  -4.4513  -0.01
C  0.4827  0.2971  -3.1125  -0.10
N  1.3824  0.3694  -2.1377  0.01
C  2.6916  0.3192  -2.4408  -0.14
C  3.6478  0.3563  -1.3228  -0.14
N  3.1422  0.3984  -0.0776  0.00
C  3.9686  0.4067  0.9620  -0.11
C  5.3519  0.3790  0.8204  -0.01
C  5.8812  0.3350  -0.4502  0.04
C  5.0215  0.3211  -1.5504  -0.07
C  5.5017  0.2534  -2.9269  -0.34
N  6.7680  0.2309  -3.2488  -0.21
H  2.5142  0.0464  -5.8008  0.13
H  0.0742  0.1080  -5.2119  0.12
H  -0.5581  0.3528  -2.8103  0.11
H  3.5063  0.4309  1.9442  0.11
H  5.9872  0.3843  1.6952  0.12
H  6.9498  0.3070  -0.6217  0.13
C  -3.2149  3.3910  -1.6789  0.02
N  -2.0170  3.7137  -0.8906  -0.03
C  -1.7052  5.0090  -0.6176  -0.02
C  -0.6097  5.3499  0.0887  0.02
C  0.2159  4.2819  0.5423  -0.36
N  -0.0764  3.0158  0.2657  0.11
C  -1.1848  2.6989  -0.4477  -0.54
O  -1.4514  1.5114  -0.7123  -0.12
N  1.3045  4.5256  1.2801  0.20
H  -4.0407  4.0183  -1.3506  0.10
H  -3.4631  2.3489  -1.5199  0.09
H  -3.0296  3.5617  -2.7383  0.11
H  -2.3959  5.7487  -1.0002  0.15
H  -0.3799  6.3822  0.3048  0.12
H  1.5909  5.4640  1.4941  0.12
H  1.8766  3.7587  1.5884  0.12

Cartesian forces, eV/Å:
-0.1 -0.1 0.0
0.2 -0.1 0.3
0.0 0.0 -0.1
0.0 0.1 -0.1
0.1 -0.1 0.0
-0.1 0.0 0.0
0.0 0.1 0.0
-0.1 -0.1 0.0
0.1 0.0 -0.1
0.0 0.0 0.0
-0.1 0.0 0.0
0.0 0.0 0.0
0.0 0.0 0.0
0.0 0.0 0.0
0.0 0.0 0.0
0.0 -0.1 -0.1
-0.1 0.0 0.0
0.0 0.0 0.0
0.0 0.0 0.0
0.0 0.0 0.0
0.0 0.0 0.0
0.0 0.0 0.0
0.0 0.0 0.0
0.0 0.0 0.0
0.0 0.0 0.0
0.0 0.0 0.0
0.0 0.0 0.0
0.0 0.0 0.0
0.0 0.0 0.0
0.0 0.0 0.0
0.0 0.0 0.0
0.0 0.0 0.0
0.0 0.0 0.0
0.0 0.0 0.0
0.0 0.1 0.0
0.0 0.0 0.0
0.0 0.0 0.0
0.0 0.0 0.0
0.0 0.0 0.0
0.4 -0.1 -0.3
-0.1 0.1 0.0
-0.1 0.0 0.2
0.1 0.0 0.0
0.0 0.0 -0.1
0.0 0.0 0.0
0.0 0.0 0.0
-0.1 0.0 0.0
-0.1 0.0 0.1
-0.1 0.0 0.0
-0.1 0.0 0.0
-0.1 0.0 0.0
0.0 0.0 0.0
0.1 0.0 0.0
0.0 0.0 -0.1
-0.2 0.0 0.1
-0.1 0.1 0.1
0.0 0.0 0.0
0.0 0.0 0.0
0.0 0.0 0.0
0.0 0.0 0.0
0.0 0.0 0.0
0.0 0.0 0.0
0.1 0.0 0.0
0.0 0.0 0.0
-0.1 0.0 -0.1
0.0 0.1 0.1
0.0 -0.1 0.0
0.1 0.1 -0.1
-0.1 0.0 -0.1
0.1 0.2 -0.1
0.0 0.0 -0.1
0.0 0.0 0.0
0.0 0.0 0.0
0.0 0.0 0.0
0.0 0.0 0.0
0.0 0.0 0.0
0.0 0.0 0.0
0.0 0.0 0.0

---

# 4
Formula: C13H18ClNO2S
Source: the OMol25 dataset
Level of theory: the ωB97M-V functional and the def2-TZVPD basis

## Properties
* multiplicity: 1
* energy relative to the best compared isomer or geometry (same formula, charge and spin): 1.3 kJ/mol
* E_tot: -1569.7924 hartree
* charge: 0
* HOMO-LUMO gap: 8.98 eV
* HOMO: -8.280 eV

Last column: natural (NBO) charge in e.
Element x y z (Å)
C  0.1941  0.7972  2.2742  -0.25
O  -0.9059  0.8106  1.3975  -0.56
C  -2.0948  0.2559  1.9259  -0.06
C  -2.1104  -1.2755  2.0028  -0.44
C  -2.0173  -1.9259  0.6205  -0.23
N  -0.7574  -1.6223  -0.0122  -0.63
C  0.1288  -2.5614  -0.3858  0.68
O  -0.0648  -3.7549  -0.2783  -0.64
C  1.4093  -1.9869  -0.9873  -0.51
C  1.2343  -1.6891  -2.4718  -0.51
S  -0.0053  -0.3934  -2.8226  0.25
C  0.5834  1.0039  -1.9070  -0.20
C  1.9290  1.2390  -1.6535  -0.23
C  2.3123  2.3451  -0.9173  -0.23
C  1.3505  3.2257  -0.4492  -0.04
Cl  1.8337  4.5980  0.4872  0.00
C  0.0068  3.0183  -0.7230  -0.23
C  -0.3716  1.9062  -1.4461  -0.15
H  0.9784  1.3741  1.7868  0.20
H  0.5584  -0.2188  2.4632  0.17
H  -0.0594  1.2668  3.2312  0.17
H  -2.2855  0.6748  2.9247  0.17
H  -2.8837  0.5954  1.2487  0.18
H  -3.0428  -1.5809  2.4785  0.22
H  -1.2843  -1.6266  2.6234  0.21
H  -2.0803  -3.0138  0.7025  0.24
H  -2.8382  -1.5678  -0.0114  0.19
H  -0.5373  -0.6385  -0.0853  0.42
H  1.7050  -1.0840  -0.4489  0.22
H  2.1940  -2.7388  -0.8814  0.24
H  2.1784  -1.3998  -2.9341  0.22
H  0.8452  -2.5653  -2.9906  0.24
H  2.6886  0.5725  -2.0309  0.22
H  3.3564  2.5244  -0.7124  0.23
H  -0.7341  3.7117  -0.3598  0.23
H  -1.4132  1.7241  -1.6581  0.22

Cartesian forces, eV/Å:
0.1 0.0 0.0
-0.1 0.1 -0.1
-0.2 -0.2 0.3
0.1 0.3 -0.4
-0.1 -0.2 0.3
-0.2 0.3 0.3
0.4 0.5 -0.1
0.0 -0.5 0.0
-0.1 -0.3 0.0
-0.2 0.5 0.0
0.1 0.0 -0.3
-0.1 -0.3 -0.2
-0.1 0.1 0.0
0.0 0.1 0.1
-0.1 -0.1 -0.1
0.0 0.1 0.1
0.2 0.1 0.0
0.2 -0.1 -0.1
0.1 0.0 0.1
0.0 0.0 0.0
0.0 0.0 0.0
0.0 0.0 -0.1
0.0 0.0 0.1
0.0 0.0 0.1
0.0 -0.1 0.1
-0.1 0.2 -0.1
0.0 -0.1 0.0
0.2 -0.2 0.0
0.0 -0.1 0.0
-0.1 0.0 0.1
0.0 -0.1 0.0
0.1 0.0 -0.1
0.1 -0.1 0.0
0.1 0.1 0.0
-0.1 0.1 0.1
-0.2 0.0 0.0